Computed, not measured: a molecular structure, C20H26BrIN3O6Ti in a non-equilibrium geometry, with ωB97M-V with the def2-TZVPD basis set.

Structure (XYZ):
```
58
Properties=species:S:1:pos:R:3:forces:R:3
Ti 8.740 13.541 7.457 -1.44 0.75 -0.17
C 6.195 13.740 9.513 0.22 -0.93 1.32
C 7.024 14.923 9.903 0.78 -0.44 1.25
O 8.421 14.536 9.711 -0.18 0.36 -0.27
C 9.396 15.624 9.805 -0.85 -0.88 -0.64
C 9.175 16.506 8.603 -0.38 0.81 0.27
O 9.023 15.645 7.455 -0.24 0.58 -0.06
C 8.773 16.418 6.236 0.47 0.95 1.36
C 8.851 15.490 5.112 1.49 -0.30 -0.85
O 8.305 14.278 5.544 -0.94 -1.71 0.68
C 8.161 13.252 4.510 -0.47 0.36 0.34
C 7.252 12.204 5.165 0.76 1.01 0.17
O 7.879 11.888 6.462 -0.16 -0.02 -0.62
C 7.059 11.028 7.297 0.17 1.54 0.55
C 6.033 11.939 7.986 1.53 -1.05 2.37
O 6.756 13.132 8.372 0.72 -0.05 -1.35
H 5.177 14.009 9.274 -0.45 0.22 0.27
H 6.233 12.984 10.338 -0.26 0.54 -0.60
H 6.884 15.082 10.985 -0.07 0.21 -0.39
H 6.700 15.803 9.377 0.37 0.52 -0.47
H 10.360 15.162 9.727 0.48 -0.52 -0.07
H 9.366 16.086 10.778 -0.34 0.55 0.17
H 10.005 17.198 8.446 0.07 -0.15 -0.02
H 8.260 17.109 8.683 0.19 -0.10 0.04
H 9.615 17.102 6.146 -0.25 0.43 0.00
H 7.822 16.967 6.299 0.23 -0.28 0.27
H 9.912 15.306 4.844 -0.59 0.14 -0.26
H 8.266 15.869 4.293 -0.01 0.17 -0.65
H 9.195 12.966 4.262 -0.56 -0.46 -0.16
H 7.657 13.737 3.661 0.18 -0.41 0.12
H 7.166 11.347 4.529 0.21 -0.81 -0.11
H 6.235 12.583 5.341 0.36 0.15 0.01
H 7.744 10.518 7.989 -0.39 0.26 -0.15
H 6.588 10.355 6.651 -0.75 -1.41 -0.75
H 5.755 11.477 8.972 -0.14 0.04 -1.11
H 5.166 12.216 7.447 -0.83 0.14 -0.77
N 12.136 12.404 8.981 0.05 -0.59 0.19
C 11.697 12.640 7.707 -0.70 -0.49 1.48
O 10.411 13.075 7.655 1.92 -0.54 -0.17
C 12.448 12.416 6.582 -1.10 0.93 -0.01
C 11.921 12.710 5.284 0.01 -0.06 0.43
N 11.419 12.935 4.271 -0.06 0.09 0.17
C 13.711 11.848 6.776 1.14 -1.25 -0.40
N 14.658 11.206 6.925 -0.20 0.55 0.14
H 11.491 12.120 9.751 0.41 0.51 -1.33
H 13.042 11.927 9.064 -0.45 0.42 -0.16
Br 9.291 6.564 10.515 -0.21 -0.90 0.88
C 9.736 7.295 8.889 -0.23 0.33 0.78
C 10.089 6.516 7.826 0.43 -1.59 -0.63
C 10.426 7.039 6.611 -0.14 3.33 -0.73
C 10.450 8.463 6.504 0.22 0.55 -0.22
C 10.090 9.280 7.616 0.26 -1.94 -2.11
C 9.705 8.659 8.772 0.31 1.11 0.54
I 9.414 9.988 10.390 -0.26 -0.14 0.00
H 10.192 5.449 7.917 -0.38 -0.28 0.38
H 10.599 6.496 5.698 0.31 -0.53 0.23
H 10.813 8.966 5.557 -0.65 -0.74 1.17
H 9.998 10.330 7.559 0.39 0.97 -0.35
```
Forces are in eV/Å.

HOMO energy (alpha / beta)	-13.58 / -13.58	eV
total charge	+2
gap between HOMO and LUMO (alpha / beta)	7.012 / 7.423	eV
multiplicity	2
LUMO (alpha / beta)	-6.57 / -6.16	eV
energy above the lowest of the compared OMol25 structures with the same formula, charge and spin	88.1	kJ/mol

=====

Computed, not measured: a single C20H26BrNO4 molecule, with ωB97M-V with the def2-TZVPD basis set.

Structure (XYZ):
```
52
Properties=species:S:1:pos:R:3:forces:R:3
C 2.033 -3.892 1.340 -0.32 0.32 -0.10
C 0.793 -3.026 1.204 -0.02 -0.27 0.13
H 0.361 -2.810 2.189 0.01 -0.03 -0.13
H 0.029 -3.534 0.597 0.05 0.07 0.07
O 1.168 -1.813 0.566 -0.01 0.15 0.00
C 0.121 -1.031 0.127 0.08 0.04 -0.62
C 0.674 0.114 -0.733 0.02 -0.36 0.10
C 1.644 -0.389 -1.806 -0.22 -0.09 0.07
C 1.072 -1.437 -2.760 0.41 0.09 -0.13
C 2.096 -1.855 -3.820 -0.52 0.20 -0.09
O 3.133 -2.652 -3.306 0.39 -0.19 0.33
H 3.579 -2.165 -2.604 0.01 -0.04 -0.06
H 2.504 -0.960 -4.312 -0.09 -0.07 -0.02
H 1.612 -2.475 -4.580 0.03 0.12 0.01
H 0.781 -2.328 -2.203 -0.10 -0.09 -0.03
H 0.192 -1.047 -3.273 -0.11 0.00 -0.03
H 2.503 -0.814 -1.282 0.07 0.07 -0.04
H 1.987 0.474 -2.382 0.08 -0.02 0.01
H 1.238 0.762 -0.053 -0.08 0.02 0.02
C -0.514 0.921 -1.288 0.17 -0.13 0.22
C -1.481 1.169 -0.169 0.00 -0.27 0.18
C -1.441 0.506 0.986 0.01 0.12 -0.56
O -0.582 -0.526 1.258 -0.04 0.20 0.21
C -2.380 0.848 2.100 0.01 -0.08 0.14
O -3.212 1.729 1.997 -0.08 0.11 -0.05
N -2.201 0.096 3.205 0.30 -0.34 0.10
C -2.972 0.257 4.390 -0.19 0.12 0.13
C -2.323 0.059 5.726 0.04 0.16 0.05
C -3.316 -0.946 5.215 -0.16 -0.04 -0.05
H -4.290 -0.992 5.674 -0.09 0.04 0.04
H -2.942 -1.906 4.891 0.09 -0.05 -0.08
H -2.612 0.707 6.538 -0.06 0.07 0.05
H -1.281 -0.224 5.746 0.09 -0.05 -0.08
H -3.703 1.044 4.263 0.02 -0.08 0.12
H -1.472 -0.600 3.193 -0.04 0.07 -0.11
H -2.220 1.945 -0.284 -0.14 0.06 0.12
C -0.030 2.220 -1.883 -0.06 -0.01 -0.10
C 0.324 3.279 -1.054 -0.01 -0.07 -0.12
C 0.797 4.465 -1.582 0.07 0.11 -0.07
C 0.919 4.590 -2.955 0.08 0.17 -0.12
C 0.572 3.552 -3.801 0.08 0.17 -0.05
C 0.097 2.372 -3.258 -0.01 0.02 0.15
H -0.178 1.562 -3.918 -0.05 -0.12 -0.06
H 0.668 3.665 -4.870 0.01 0.03 -0.07
Br 1.575 6.220 -3.694 -0.08 -0.19 0.09
H 1.067 5.285 -0.935 0.02 0.07 0.03
H 0.220 3.176 0.016 -0.02 0.00 0.14
H -1.015 0.343 -2.074 0.05 0.06 0.00
H -0.605 -1.633 -0.458 0.15 0.09 0.18
H 2.443 -4.112 0.358 0.06 -0.06 -0.09
H 2.787 -3.369 1.921 0.10 0.01 0.09
H 1.780 -4.823 1.839 0.01 -0.11 0.06
```
Forces are in eV/Å.

HOMO energy	-8.88	eV
SMILES	CCO[C@H]1OC(C(=O)NC2CC2)=C[C@@H](c2ccc(Br)cc2)[C@@H]1CCCO
gap between HOMO and LUMO	9.499	eV
multiplicity	1
LUMO	0.62	eV
energy above the lowest of the compared OMol25 structures with the same formula, charge and spin	0.0	kJ/mol

=====

Computed, not measured: a molecular structure, C20H26Cl2MoN4O3 in a non-equilibrium geometry, with ωB97M-V with the def2-TZVPD basis set.

Structure (XYZ):
```
56
Properties=species:S:1:pos:R:3:forces:R:3
Mo 0.091 -0.124 0.287 0.25 -0.72 0.07
O -2.955 -0.145 -2.245 -0.25 0.01 -0.13
C -1.915 0.174 -1.766 0.48 0.29 0.34
N -1.640 0.588 -0.437 -0.93 0.20 -0.36
C -2.186 1.769 0.087 0.48 -0.34 -0.07
O -3.246 2.254 -0.164 -0.17 0.09 -0.07
C -1.149 2.470 0.949 0.18 -0.48 -0.24
C -1.402 3.698 1.498 -0.18 0.32 0.11
C -0.389 4.346 2.190 -0.02 0.13 0.06
C 0.850 3.734 2.303 0.02 0.14 0.10
C 1.042 2.499 1.726 -0.17 -0.17 -0.16
N 0.064 1.865 1.049 -0.10 0.36 0.19
C -0.602 0.212 -2.540 0.01 0.02 0.49
C -0.558 0.333 -3.902 -0.04 -0.04 -0.30
C 0.679 0.520 -4.513 -0.06 0.01 -0.14
C 1.821 0.557 -3.733 0.10 0.01 -0.18
C 1.708 0.397 -2.368 -0.10 -0.14 0.17
N 0.520 0.233 -1.776 -0.13 0.12 -0.13
H -2.388 4.129 1.357 0.09 -0.02 0.04
H -0.562 5.320 2.633 0.02 -0.08 -0.04
H 1.669 4.203 2.831 -0.03 0.01 -0.02
H 1.999 2.001 1.785 0.06 -0.06 0.01
H -1.487 0.301 -4.458 0.05 0.03 -0.01
H 0.745 0.650 -5.587 -0.01 -0.03 0.07
H 2.798 0.706 -4.171 -0.03 0.01 -0.01
H 2.581 0.395 -1.730 0.02 0.02 0.04
Cl -1.037 -0.858 2.572 -0.10 -0.09 -0.14
C -0.657 -0.124 4.186 -0.02 0.15 0.01
Cl -1.271 1.490 4.361 -0.05 0.15 -0.10
H 0.414 -0.133 4.312 0.22 -0.05 -0.06
H -1.151 -0.771 4.892 -0.08 -0.22 0.11
C -3.032 -4.283 -1.967 0.05 0.20 0.15
N -2.550 -3.237 -1.049 -0.30 -0.18 0.01
C -3.513 -2.717 -0.067 0.06 -0.23 -0.23
C -1.328 -2.796 -1.129 0.02 0.35 0.13
O -0.841 -1.926 -0.356 -0.01 -0.05 0.16
H -3.863 -3.895 -2.550 -0.03 0.05 -0.01
H -3.368 -5.142 -1.393 -0.01 -0.05 0.06
H -2.233 -4.590 -2.637 0.02 0.02 0.03
H -4.403 -2.384 -0.594 -0.03 0.01 -0.05
H -3.086 -1.882 0.468 0.11 0.12 0.04
H -3.783 -3.508 0.631 0.01 -0.04 0.00
H -0.728 -3.217 -1.932 0.16 -0.08 -0.09
C 3.559 -2.268 2.096 0.06 -0.08 0.04
C 2.045 -2.187 1.883 0.06 -0.22 -0.30
C 1.435 -3.585 1.685 0.15 -0.02 -0.04
C 1.728 -1.363 0.656 -0.24 0.23 0.36
H 3.777 -2.856 2.992 -0.01 0.05 -0.09
H 4.012 -1.282 2.226 -0.04 -0.04 -0.01
H 4.042 -2.759 1.246 -0.03 0.04 0.08
H 1.596 -1.740 2.765 -0.15 0.14 0.14
H 1.593 -4.182 2.586 0.02 0.03 -0.08
H 1.922 -4.104 0.851 -0.07 0.07 0.11
H 0.364 -3.539 1.486 0.01 0.02 0.03
H 2.387 -1.654 -0.163 -0.09 0.03 -0.23
H 1.849 -0.201 0.853 0.78 -0.01 0.17
```
Forces are in eV/Å.

HOMO energy (alpha / beta)	-14.90 / -15.48	eV
total charge	+2
gap between HOMO and LUMO (alpha / beta)	7.853 / 8.199	eV
multiplicity	3
LUMO (alpha / beta)	-7.05 / -7.28	eV

=====

Computed, not measured: a molecular structure, C20H26Cl2N2O in a non-equilibrium geometry, with ωB97M-V with the def2-TZVPD basis set.

Structure (XYZ):
```
51
Properties=species:S:1:pos:R:3:forces:R:3
C -0.807 1.624 -4.896 -7.81 -6.83 -2.34
H -1.761 1.678 -4.214 1.60 0.55 -1.38
H -0.211 2.373 -4.787 3.57 4.48 0.37
H -1.198 1.356 -5.959 0.33 1.62 1.36
C -0.194 0.321 -4.543 12.44 15.41 2.40
N 0.487 0.739 -3.189 0.63 -0.90 -1.92
C -0.477 0.719 -2.130 11.40 -9.87 0.57
H -0.307 -0.540 -1.561 -0.93 3.08 -1.08
C -0.368 1.623 -1.205 2.24 11.87 7.91
N -1.596 1.811 -0.237 3.43 -2.13 -2.60
H -1.273 2.629 0.259 -0.37 -0.14 0.89
C -1.673 0.627 0.579 -6.24 10.30 7.07
H -2.966 0.867 1.039 3.54 -1.43 -0.91
H -1.682 -0.215 0.191 -0.12 -7.61 -4.45
C -0.806 0.559 1.818 -1.05 6.29 0.17
C -1.232 -0.079 2.978 -6.59 -5.46 -0.08
C -2.345 -1.121 2.835 4.19 2.96 1.97
C -2.626 -1.904 3.876 -1.77 -6.50 3.91
C -2.060 -1.901 5.256 4.53 10.21 -9.74
C -1.063 -0.688 5.380 -3.59 -5.57 0.11
C -0.766 -0.078 4.206 6.25 6.06 3.45
H 0.163 0.890 4.394 -2.76 -3.08 -0.70
H -0.623 -0.605 6.380 0.10 0.54 -0.74
Cl -2.485 -2.602 6.505 -2.84 -5.05 7.09
H -3.280 -3.073 3.711 1.64 4.00 0.22
H -2.649 -1.456 1.934 -1.29 -0.47 -2.95
C 0.412 0.147 1.406 11.21 -5.60 -1.73
C 0.755 -1.341 1.047 -10.83 3.24 0.72
C 1.877 -1.660 0.542 0.89 -9.16 -1.40
C 2.973 -0.955 0.698 5.22 -6.08 -3.90
C 3.034 0.176 1.157 -5.19 8.11 3.22
C 1.699 0.717 1.457 -0.79 4.22 2.67
H 1.738 1.815 1.955 -0.17 -2.54 -1.54
H 3.755 0.891 1.135 2.41 1.33 0.29
Cl 4.456 -1.670 0.092 0.46 -0.33 -0.15
H 2.058 -2.868 0.330 -0.64 3.38 0.07
H -0.317 -2.000 0.909 3.48 1.29 0.57
O -0.427 2.208 2.447 0.32 -3.16 -2.38
H -1.312 2.307 2.720 -1.82 0.83 0.91
H 0.755 1.728 -0.617 -3.28 -0.71 -1.54
H -0.418 2.764 -1.644 0.37 -2.66 0.25
H -1.265 0.672 -2.523 -11.81 -0.71 -5.34
C 1.817 0.103 -2.929 -5.11 -1.09 6.25
C 1.772 -1.398 -3.016 2.73 -1.06 8.41
H 2.915 -1.908 -2.733 -3.19 1.58 -0.48
H 1.576 -1.833 -3.847 -1.42 -2.22 -6.06
H 1.006 -1.885 -2.244 1.73 1.03 -1.42
H 1.921 0.407 -1.733 0.71 -0.78 -3.17
H 2.577 0.333 -3.515 3.26 2.49 -2.62
H -0.458 -0.497 -4.601 -6.38 -14.25 -0.63
H 0.895 0.193 -5.111 -2.68 0.52 0.42
```
Forces are in eV/Å.

HOMO energy	-8.24	eV
gap between HOMO and LUMO	7.961	eV
multiplicity	1
LUMO	-0.27	eV
energy above the lowest of the compared OMol25 structures with the same formula, charge and spin	1995.3	kJ/mol